1.
11
Properties=species:S:1:pos:R:3:lowdin_charge:R:1 method="wB97M-V/def2-TZVPD" total_charge=+1 homo_lumo_gap_ev=12.18 relative_energy_ev=0.730 mol_weight_da=63.08 total_energy_ha=-226.80857 spin_multiplicity=1 lumo_ev=-3.65
N 1.1096 -0.8072 -0.3690 0.186
C 0.2404 -0.7872 0.6178 -0.189
N -1.0256 -0.5508 0.5249 0.181
H 0.8230 -0.6611 -1.3228 0.136
H 1.9543 -1.3298 -0.2149 0.140
H 0.7328 -0.8881 1.5725 0.168
H -1.7437 -0.6193 1.2296 0.149
H -1.4730 -0.1118 -0.2691 0.132
H -0.6405 2.2470 0.0009 0.075
H 0.1410 1.9284 -1.3164 0.077
O -0.1183 1.5799 -0.4534 -0.056

***

2.
38
Properties=species:S:1:pos:R:3:lowdin_charge:R:1 method="wB97M-V/def2-TZVPD" total_charge=-1 homo_lumo_gap_ev=9.51 relative_energy_ev=6.518 mol_weight_da=233.19 total_energy_ha=-992.99818 spin_multiplicity=1 lumo_ev=2.55
O -1.8157 2.2384 -1.9254 -0.194
H -0.1492 -4.1208 1.6012 0.008
H 0.2177 2.2658 0.8710 -0.032
O 2.0993 -0.3346 -0.8410 -0.220
H 1.5481 -0.0690 -1.4968 -0.061
H 0.7542 -3.0387 2.4639 0.071
O 0.1044 2.4629 -0.0105 -0.154
H 1.0889 2.6953 -0.5159 0.089
O -1.5803 -3.3191 0.8269 0.000
H -1.1183 -2.8814 0.2267 -0.059
H -2.3732 -2.8261 0.6794 0.048
O 2.5947 1.8688 2.3179 -0.017
H -1.0625 2.0893 -1.2804 -0.020
H 2.8408 2.4430 1.6970 -0.067
O 1.1807 -2.0630 -2.9525 -0.035
H 1.0120 -1.1803 -2.8543 -0.044
H 1.4938 -2.4231 -2.0927 0.059
O 2.4596 2.1232 -0.7536 -0.237
H 2.9707 2.4871 -1.4131 -0.040
H -2.7123 0.1901 3.2735 -0.083
O 0.6959 -3.9996 2.1200 -0.140
H 3.0572 1.0602 1.9967 0.062
H -0.6642 -0.0212 0.0360 0.037
O -2.4476 0.4365 2.5225 0.099
H 2.3607 0.8524 -0.5687 0.067
H 3.7137 -1.0365 -0.6800 0.053
O -3.5981 2.4547 -0.1881 -0.074
H -3.6218 2.3356 0.6298 -0.137
H -2.9515 1.6347 -0.4795 0.071
O -3.5464 0.1179 -0.8173 -0.060
H -3.5834 -0.3054 -1.6506 0.034
H -1.7148 0.0557 2.1739 -0.023
O 4.2236 -1.9491 -0.5154 -0.143
H 3.8111 -1.8914 0.3427 -0.011
H -4.5349 0.1315 -0.6634 0.101
O -0.2216 -0.8588 0.2870 -0.047
H 0.6522 -0.6675 0.0105 -0.051
H -1.1832 3.0428 -2.3774 0.149

***

3.
56
Properties=species:S:1:pos:R:3:lowdin_charge:R:1 method="wB97M-V/def2-TZVPD" homo_lumo_gap_ev=8.71 relative_energy_ev=0.696 mol_weight_da=467.57 total_energy_ha=-2185.36772 spin_multiplicity=1 smiles="NC(=O)CSc1nnc(-c2ccc(S(=O)(=O)N3CCOCC3)cc2)n1C[C@H]1CCCO1" lumo_ev=-0.15
N 5.5032 2.4696 1.4596 0.163
C 6.4339 2.0497 0.5890 -0.632
O 7.5864 1.8187 0.8738 0.045
C 5.9107 1.9152 -0.8423 -0.354
H 6.7555 1.8737 -1.5287 0.083
H 5.2343 2.7275 -1.1006 0.082
S 5.0146 0.3507 -1.1109 1.017
C 3.4439 0.7792 -0.5179 -0.598
N 3.1214 1.8655 0.1429 -0.003
N 1.8101 1.8141 0.4006 0.096
C 1.3303 0.7119 -0.1088 -0.267
N 2.3387 0.0021 -0.7203 0.010
C 2.3295 -1.3291 -1.2566 -0.089
H 2.9388 -1.3540 -2.1646 0.129
H 1.3051 -1.6143 -1.5000 0.122
C 2.9025 -2.3517 -0.2511 -0.310
C 2.1008 -2.3960 1.0647 -0.108
H 2.6336 -1.9142 1.8815 0.122
C 1.8941 -3.8933 1.2944 -0.141
H 0.9773 -4.1166 1.8335 0.114
C 1.8762 -4.4139 -0.1404 -0.191
H 2.1617 -5.4613 -0.2362 0.124
H 0.8848 -4.2681 -0.5940 0.124
O 2.8491 -3.6445 -0.8227 -0.092
H 2.7419 -4.3170 1.8323 0.117
H 1.1359 -1.9010 0.9384 0.104
H 3.9596 -2.1150 -0.0751 0.130
C -0.0711 0.3217 -0.0415 -0.158
C -0.7571 -0.1280 -1.1695 -0.011
C -2.0885 -0.4908 -1.0669 -0.054
C -2.7296 -0.3940 0.1530 -0.263
C -2.0671 0.0647 1.2765 -0.052
C -0.7369 0.4283 1.1800 0.000
H -0.1969 0.7931 2.0394 0.122
H -2.5981 0.1109 2.2140 0.119
S -4.4643 -0.8557 0.2738 0.666
O -4.7184 -1.2345 1.6307 -0.275
O -4.7398 -1.7770 -0.7873 -0.277
N -5.3638 0.5015 -0.0234 -0.234
C -5.4331 1.5305 0.9873 -0.154
H -5.2121 1.0618 1.9451 0.117
C -4.4600 2.6734 0.6755 -0.177
H -4.6302 3.5179 1.3448 0.131
O -4.6626 3.1668 -0.6311 -0.122
C -4.4777 2.1585 -1.6000 -0.179
H -4.6578 2.6329 -2.5659 0.131
C -5.4534 0.9974 -1.3763 -0.154
H -5.2478 0.1619 -2.0440 0.117
H -6.4777 1.3493 -1.5428 0.136
H -3.4391 1.7933 -1.5613 0.115
H -3.4202 2.3271 0.7836 0.115
H -6.4566 1.9215 1.0041 0.136
H -2.6380 -0.8614 -1.9179 0.119
H -0.2632 -0.1661 -2.1292 0.122
H 5.7594 2.5611 2.4288 0.114
H 4.5276 2.5464 1.1801 0.053

***

4.
27
Properties=species:S:1:pos:R:3:lowdin_charge:R:1 method="wB97M-V/def2-TZVPD" total_charge=+1 homo_lumo_gap_ev="10.89 / 3.20" s2=0.76 relative_energy_ev=1.121 mol_weight_da=162.14 total_energy_ha=-687.53887 spin_multiplicity=2 lumo_ev="-3.50 / -10.67"
O -26.7147 0.7534 -23.9431 0.080
H -25.9790 0.1420 -23.9762 -0.025
H -26.4069 1.5252 -24.4182 0.074
O -24.3778 -0.3762 -24.6055 -0.017
H -24.5455 -0.9594 -25.3457 0.059
H -23.7968 0.2980 -24.9580 0.088
O -25.5911 -1.3251 -22.0744 0.065
H -26.1283 -1.8433 -22.6737 0.020
H -24.8346 -1.0607 -22.5980 0.031
O -30.2995 -1.9387 -23.0924 0.235
H -29.6091 -1.8203 -23.7448 0.036
H -29.8742 -1.7499 -22.2559 0.104
O -28.5258 -1.3529 -27.5483 -0.035
H -27.9055 -1.9259 -27.9990 0.065
H -28.9534 -0.8627 -28.2504 0.066
O -28.9606 -4.7376 -26.1424 -0.023
H -28.8012 -4.4653 -25.2387 0.014
H -29.2178 -3.9335 -26.5935 0.015
O -27.9562 -2.1825 -24.7404 0.007
H -28.1692 -1.6361 -25.4969 0.027
H -27.0023 -2.2594 -24.7609 0.003
O -31.2093 -0.9156 -26.2890 -0.035
H -31.8068 -0.4910 -26.9046 0.045
H -30.3471 -0.8349 -26.6969 -0.022
O -25.4788 -3.3555 -24.5380 -0.017
H -24.7479 -3.2428 -25.1456 0.061
H -25.6835 -4.2897 -24.5794 0.079

***

5.
18
Properties=species:S:1:pos:R:3:lowdin_charge:R:1 method="wB97M-V/def2-TZVPD" homo_lumo_gap_ev=10.11 relative_energy_ev=3.281 mol_weight_da=105.14 total_energy_ha=-360.31684 spin_multiplicity=1 lumo_ev=0.69
C -0.1621 -0.2039 1.8210 -0.058
N 0.2416 -0.2307 0.4127 -0.294
N 1.5327 -0.7683 0.1569 0.068
H -0.6106 -1.1088 -0.3232 0.110
H 2.2296 -0.3193 0.7486 0.093
H 1.4771 -1.7577 0.3916 0.099
H 0.5153 0.4246 2.4053 0.089
H -0.1478 -1.2259 2.2014 0.093
H -1.1871 0.1526 1.8971 0.091
C 0.3102 0.7848 -1.8722 -0.043
C -0.1587 0.9176 -0.4547 -0.404
O -1.8052 -1.4755 -0.3675 -0.262
N -0.5560 2.0340 -0.0151 0.166
H -2.2701 -1.5877 -1.2012 -0.023
H -0.6932 2.0972 0.9878 0.044
H 0.9571 1.6261 -2.1156 0.084
H -0.5562 0.7373 -2.5274 0.082
H 0.8832 -0.0962 -2.1456 0.066